# 1
Molecular formula: C31H53F6N3O11Y
Method: DFT, ωB97M-V with the def2-TZVPD basis set

Computed properties:
energy relative to the best compared isomer or geometry (same formula, charge and spin): 0.0 kcal/mol
Kohn-Sham gap: 8.6 eV
highest occupied orbital energy: -10.6 eV
electronic energy: -77348.8162 eV
charge: +1

Last column: Löwdin charge in e.
Geometry (Å):
Y  0.09  -0.49  -0.39  1.55
C  -2.09  2.25  -0.09  -0.44
O  -1.61  2.70  1.17  -0.09
O  -1.61  1.04  -0.37  -0.26
C  -3.63  2.36  -0.11  -0.54
F  -4.19  2.41  1.11  0.15
F  -3.99  3.52  -0.74  0.11
F  -4.23  1.37  -0.78  0.15
C  -1.71  4.09  1.36  -0.29
C  -1.06  4.49  2.65  -0.06
H  -1.52  4.01  3.53  0.07
H  0.01  4.28  2.68  0.05
H  -1.24  5.55  2.85  0.09
H  -2.75  4.44  1.31  0.12
H  -1.25  4.63  0.52  0.10
H  -1.70  2.94  -0.87  0.15
C  -1.29  -2.72  -2.15  -0.45
O  -1.92  -1.44  -2.02  -0.17
O  -0.13  -2.58  -1.52  -0.23
C  -2.23  -3.87  -1.78  -0.55
F  -1.56  -4.86  -1.18  0.14
F  -3.24  -3.51  -0.96  0.15
F  -2.79  -4.38  -2.89  0.14
C  -3.13  -1.17  -2.67  -0.24
C  -2.93  -0.61  -4.08  -0.05
H  -2.06  0.03  -4.10  0.04
H  -2.76  -1.41  -4.81  0.08
H  -3.84  -0.12  -4.43  0.08
H  -3.64  -0.39  -2.10  0.10
H  -3.82  -2.02  -2.68  0.12
H  -1.11  -2.79  -3.25  0.15
O  2.50  -0.76  -1.17  -0.03
C  3.27  -1.38  -1.87  -0.51
O  4.47  -1.72  -1.46  0.04
C  4.86  -1.33  -0.12  -0.20
C  5.96  -2.27  0.35  -0.05
C  2.93  -1.85  -3.25  0.04
H  4.00  -1.33  0.54  0.10
H  5.26  -0.31  -0.17  0.13
H  6.25  -1.98  1.35  0.08
H  6.78  -2.27  -0.36  0.08
H  5.58  -3.29  0.39  0.08
H  1.89  -2.17  -3.24  0.08
H  3.52  -2.73  -3.52  0.10
H  3.18  -1.08  -3.98  0.09
O  -1.62  -1.72  0.87  -0.01
C  -2.32  -2.26  1.70  -0.51
O  -3.16  -1.65  2.50  0.03
C  -3.36  -0.22  2.31  -0.19
C  -4.37  0.18  3.34  -0.05
C  -2.39  -3.75  1.89  0.03
H  -3.69  -0.09  1.29  0.12
H  -2.41  0.27  2.46  0.09
H  -4.65  1.22  3.24  0.08
H  -3.98  0.00  4.35  0.08
H  -5.28  -0.43  3.28  0.09
H  -3.40  -4.11  1.71  0.10
H  -2.02  -3.99  2.88  0.10
H  -1.78  -4.27  1.15  0.07
C  0.39  -0.93  -6.22  -0.09
C  1.04  0.43  -6.09  -0.24
C  0.32  1.33  -5.10  -0.16
C  0.35  0.81  -3.73  -0.13
N  0.41  0.39  -2.67  0.18
H  0.48  -1.51  -5.30  0.06
H  0.89  -1.51  -7.00  0.08
H  -0.67  -0.84  -6.48  0.08
H  1.08  0.95  -7.04  0.12
H  2.07  0.34  -5.75  0.10
H  -0.74  1.46  -5.36  0.13
H  0.77  2.33  -5.04  0.13
C  -1.22  1.61  5.44  -0.08
C  0.28  1.35  5.40  -0.24
C  0.96  1.62  4.05  -0.15
C  0.52  0.71  3.00  -0.14
N  0.17  -0.01  2.19  0.18
H  -1.62  1.33  6.41  0.08
H  -1.74  1.07  4.65  0.06
H  -1.47  2.66  5.27  0.07
H  0.46  0.30  5.65  0.11
H  0.80  1.89  6.19  0.11
H  2.04  1.49  4.17  0.13
H  0.83  2.65  3.71  0.10
C  1.45  5.36  0.15  -0.10
C  2.50  4.80  -0.79  -0.25
C  3.11  3.49  -0.32  -0.16
C  2.14  2.42  -0.20  -0.13
N  1.37  1.60  -0.11  0.16
H  1.83  5.53  1.16  0.08
H  0.64  4.63  0.29  0.04
H  1.03  6.28  -0.24  0.09
H  3.26  5.55  -0.99  0.12
H  2.00  4.61  -1.74  0.12
H  3.66  3.59  0.62  0.13
H  3.87  3.18  -1.05  0.13
C  2.85  -4.75  2.55  -0.08
C  1.34  -4.96  2.78  -0.09
O  0.77  -4.10  1.79  0.08
C  1.66  -3.13  1.51  -0.53
O  1.42  -2.13  0.92  0.05
O  2.88  -3.43  1.97  0.07
H  3.23  -5.44  1.81  0.14
H  3.43  -4.79  3.47  0.13
H  1.01  -4.67  3.77  0.14
H  1.06  -6.00  2.61  0.14

# 2
Molecular formula: C31H54AsHfN6O4
Method: DFT, ωB97M-V with the def2-TZVPD basis set

Computed properties:
energy relative to the best compared isomer or geometry (same formula, charge and spin): 0.7 kcal/mol
Kohn-Sham gap: 6.2 eV
highest occupied orbital energy: -9.2 eV
electronic energy: -112295.8190 eV
charge: +1

Last column: Löwdin charge in e.
Geometry (Å):
Hf  -0.69  0.42  -0.25  1.49
N  0.36  1.19  1.89  -0.04
C  1.17  2.38  1.58  -0.23
C  2.32  1.96  0.71  -0.17
N  1.81  1.26  -0.50  -0.21
C  1.88  2.20  -1.63  -0.18
C  1.08  1.72  -2.82  -0.20
N  -0.30  1.48  -2.38  -0.02
C  2.63  0.06  -0.78  -0.18
C  2.46  -1.01  0.28  -0.21
N  1.04  -1.39  0.38  -0.05
H  -0.51  1.50  2.29  0.01
H  0.83  0.61  2.58  0.09
H  1.53  2.89  2.48  0.13
H  0.52  3.07  1.04  0.10
H  2.98  1.29  1.26  0.11
H  2.94  2.81  0.41  0.13
H  2.93  2.39  -1.92  0.14
H  1.46  3.15  -1.29  0.13
H  1.48  0.78  -3.23  0.12
H  1.13  2.46  -3.62  0.13
H  -0.80  0.98  -3.11  0.09
H  -0.79  2.36  -2.27  0.06
H  3.69  0.33  -0.88  0.14
H  2.31  -0.35  -1.74  0.12
H  2.78  -0.66  1.26  0.11
H  3.10  -1.86  0.03  0.13
H  0.89  -1.91  1.24  0.05
H  0.81  -2.03  -0.38  0.07
O  -0.45  -1.28  -1.93  -0.10
C  -1.70  -1.17  -2.11  -0.63
O  -2.35  -0.42  -1.31  -0.17
C  -2.38  -1.83  -3.24  -0.13
C  -1.69  -2.78  -4.00  0.02
C  -2.32  -3.41  -5.06  0.03
C  -3.63  -3.05  -5.33  -0.12
C  -4.34  -2.11  -4.61  0.03
C  -3.70  -1.49  -3.55  0.01
N  -4.32  -3.72  -6.47  -0.35
O  -3.69  -4.56  -7.07  0.09
O  -5.46  -3.38  -6.70  0.10
H  -0.67  -3.02  -3.75  0.12
H  -1.83  -4.15  -5.66  0.13
H  -5.35  -1.87  -4.88  0.13
H  -4.21  -0.75  -2.95  0.12
C  -3.98  -3.20  -0.36  -0.15
C  -2.58  -3.29  0.23  -0.40
As  -2.13  -1.80  1.43  1.22
C  -3.85  -1.54  2.32  -0.40
C  -4.34  -2.74  3.13  -0.14
C  -1.09  -2.83  2.75  -0.43
C  -0.54  -2.01  3.89  -0.16
H  -4.10  -3.92  -1.17  0.08
H  -4.19  -2.21  -0.76  0.05
H  -4.74  -3.43  0.39  0.06
H  -1.81  -3.33  -0.55  0.05
H  -2.47  -4.21  0.81  0.07
H  -4.54  -1.29  1.51  0.07
H  -3.79  -0.65  2.93  0.02
H  -4.31  -3.67  2.56  0.06
H  -5.38  -2.59  3.44  0.08
H  -3.75  -2.88  4.03  0.07
H  -0.30  -3.36  2.20  0.06
H  -1.75  -3.62  3.12  0.06
H  0.08  -1.18  3.54  0.04
H  0.06  -2.61  4.57  0.08
H  -1.35  -1.56  4.48  0.07
C  -2.37  1.19  3.76  -0.09
C  -2.96  2.42  3.04  -0.36
C  -1.97  3.58  2.91  -0.06
C  -3.72  2.14  1.75  -0.16
C  -5.09  1.98  1.87  -0.07
C  -5.93  2.00  0.77  -0.09
C  -5.39  2.35  -0.45  -0.06
C  -4.02  2.51  -0.63  -0.15
C  -3.59  3.17  -1.94  -0.36
C  -3.43  2.19  -3.11  -0.06
C  -2.45  4.17  -1.77  -0.07
C  -3.14  2.20  0.44  -0.27
N  -1.78  1.90  0.26  -0.16
H  -1.57  1.48  4.45  0.08
H  -1.97  0.45  3.06  0.00
H  -3.13  0.68  4.34  0.08
H  -3.73  2.79  3.72  0.13
H  -1.24  3.42  2.12  0.03
H  -1.46  3.76  3.86  0.08
H  -2.51  4.49  2.65  0.09
H  -5.51  1.89  2.87  0.11
H  -7.00  1.86  0.89  0.10
H  -6.04  2.55  -1.29  0.11
H  -4.46  3.79  -2.21  0.13
H  -2.81  1.35  -2.85  0.03
H  -3.02  2.69  -3.99  0.08
H  -4.40  1.78  -3.39  0.08
H  -1.60  3.75  -1.23  0.03
H  -2.78  5.02  -1.17  0.09
H  -2.13  4.55  -2.74  0.08